{"formula": "C17H27ClN2O3S2", "method": "ωB97M-V/def2-TZVPD", "charge": 0, "multiplicity": 1, "e_homo_ev": -8.452, "e_tot_ha": -2255.78517, "max_force_ev_per_a": 0.65, "smiles": "CCS[C@H](C)C(=O)N(C)CCOCCN(C)C(=O)c1c(C)csc1Cl", "homo_lumo_gap_ev": 8.957, "species": ["C", "C", "S", "C", "C", "C", "O", "N", "C", "C", "C", "O", "C", "C", "N", "C", "C", "O", "C", "C", "C", "C", "S", "C", "Cl", "H", "H", "H", "H", "H", "H", "H", "H", "H", "H", "H", "H", "H", "H", "H", "H", "H", "H", "H", "H", "H", "H", "H", "H", "H", "H", "H"], "positions_angstrom": [[-2.334, -1.325, -3.757], [-1.014, -0.694, -3.352], [-0.353, -1.483, -1.868], [0.813, -0.202, -1.314], [1.993, -0.044, -2.260], [1.299, -0.519, 0.096], [2.417, -0.981, 0.232], [0.528, -0.229, 1.181], [1.067, -0.489, 2.499], [-0.856, 0.209, 1.186], [-1.849, -0.901, 1.530], [-3.188, -0.436, 1.568], [-3.753, -0.046, 0.337], [-3.888, 1.478, 0.332], [-4.663, 1.983, -0.781], [-6.048, 2.310, -0.501], [-4.057, 2.090, -1.980], [-2.878, 1.800, -2.125], [-4.877, 2.539, -3.131], [-5.889, 1.759, -3.763], [-6.254, 0.355, -3.388], [-6.455, 2.428, -4.811], [-5.809, 4.002, -5.024], [-4.741, 3.772, -3.700], [-3.674, 5.032, -3.237], [-2.741, -0.820, -4.633], [-2.210, -2.381, -4.001], [-3.064, -1.252, -2.949], [-0.289, -0.797, -4.162], [-1.144, 0.371, -3.163], [0.272, 0.750, -1.302], [2.690, 0.708, -1.888], [2.538, -0.981, -2.363], [1.656, 0.270, -3.247], [2.124, -0.722, 2.445], [0.942, 0.392, 3.131], [0.560, -1.332, 2.972], [-0.974, 1.021, 1.912], [-1.144, 0.657, 0.234], [-1.745, -1.728, 0.822], [-1.642, -1.305, 2.522], [-3.185, -0.407, -0.526], [-4.750, -0.495, 0.263], [-4.363, 1.776, 1.268], [-2.901, 1.941, 0.359], [-6.552, 2.731, -1.367], [-6.595, 1.419, -0.184], [-6.099, 3.046, 0.303], [-7.031, 0.331, -2.620], [-6.616, -0.204, -4.250], [-5.393, -0.191, -3.000], [-7.223, 2.070, -5.478]], "lowdin_charge": [-0.171, -0.542, 0.932, -0.551, -0.108, -0.489, 0.052, -0.090, -0.031, -0.148, -0.188, -0.129, -0.187, -0.125, -0.072, -0.021, -0.442, 0.069, -0.245, -0.333, -0.023, -0.367, 1.011, -0.958, 0.677, 0.076, 0.069, 0.046, 0.070, 0.059, 0.105, 0.087, 0.082, 0.069, 0.086, 0.095, 0.089, 0.134, 0.099, 0.109, 0.119, 0.109, 0.128, 0.132, 0.120, 0.092, 0.094, 0.096, 0.081, 0.085, 0.071, 0.078]}